Arrangement one

H80O40 | the ωB97M-V functional and the def2-TZVPD basis

```
! RIJCOSX wB97M-V def2-TZVPD def2/J DEFGRID3
* xyz 0 1
H 3.37 1.12 -1.08
H 3.45 0.41 0.15
O 2.79 0.95 -0.31
H 2.17 2.05 -2.70
H 1.86 0.64 -2.58
O 1.37 1.48 -2.60
H -2.27 -0.02 3.51
H -2.35 -1.56 2.97
O -1.85 -0.87 3.39
H -4.59 -2.56 -2.82
H -4.29 -3.32 -3.90
O -4.00 -3.36 -2.98
H 2.90 4.35 -2.20
H 3.64 4.41 -0.92
O 3.67 4.77 -1.81
H 1.89 6.30 1.43
O 0.98 6.18 1.67
H 5.85 -0.17 -0.42
O 5.03 -0.57 -0.13
H -2.97 -3.12 0.37
H -3.65 -1.64 0.41
O -3.14 -2.31 0.88
H 3.29 0.38 -4.83
H 4.82 0.56 -4.92
O 4.11 0.51 -4.29
H -4.26 1.13 0.08
H -2.88 0.64 0.12
O -3.81 0.25 -0.01
H -0.21 -1.79 1.71
H 0.63 -2.79 1.98
O 0.09 -2.17 2.56
H -1.30 -5.30 2.59
O -0.81 -4.65 2.07
H 0.18 3.58 2.20
H -0.20 4.19 0.91
O -0.44 3.44 1.46
H 3.82 1.31 3.19
H 2.80 2.24 3.82
O 3.40 2.17 3.08
H 1.28 0.98 0.89
H 1.62 -0.32 1.76
O 0.94 0.16 1.29
H 0.13 -6.21 -0.97
H 0.72 -4.91 -0.22
O 0.81 -5.86 -0.34
H -1.17 -1.51 -2.10
H -1.74 -0.19 -1.88
O -2.04 -1.13 -1.90
H 1.16 -0.37 -5.40
H 1.68 -1.54 -6.23
O 1.85 -0.62 -6.02
H 0.51 2.46 4.04
O 0.61 1.62 4.55
H 3.16 -3.49 -1.30
H 4.58 -3.15 -2.21
O 3.63 -3.12 -2.07
H 1.71 2.74 -0.27
O 1.12 3.42 -0.69
H -5.51 0.10 2.43
H -5.33 -0.26 1.04
O -6.03 0.13 1.62
H -0.76 1.45 0.24
H -0.93 -0.09 0.31
O -1.40 0.73 0.11
H -2.41 -3.63 -3.45
H -1.53 -2.86 -4.61
O -1.54 -3.54 -3.94
H -2.09 2.68 0.28
H -2.26 4.21 0.57
O -2.65 3.43 0.11
H 3.20 -1.70 2.91
H 3.63 -2.03 4.22
O 3.89 -1.42 3.53
H 1.35 -2.39 3.86
H 1.54 -3.04 5.22
O 1.21 -2.25 4.79
H -1.27 1.93 -4.37
H 0.26 1.98 -4.40
O -0.51 1.63 -4.87
H -3.80 -1.29 5.47
H -4.86 -2.13 4.63
O -4.33 -1.32 4.66
H 3.84 -4.81 2.45
H 4.18 -3.51 2.00
O 3.98 -3.94 2.83
H -2.05 6.46 0.20
H -1.26 5.40 -0.60
O -1.36 5.81 0.29
H -0.63 -3.18 -0.64
O -0.24 -2.43 -0.21
H 3.82 3.72 -3.44
H 3.93 2.26 -3.72
O 3.24 2.99 -3.83
H 0.34 0.81 4.10
H 0.28 6.35 1.03
H 0.99 3.16 -1.61
H 4.81 -1.36 -0.68
H -1.09 -3.83 2.59
H -0.87 -1.86 0.22
O -5.54 -1.10 -1.68
H -5.94 -0.29 -1.99
H -4.84 -0.71 -1.12
O 1.99 -1.40 -3.29
H 2.74 -1.67 -2.75
H 1.28 -1.99 -3.53
O -2.74 5.53 -1.90
H -2.42 5.16 -2.73
H -3.34 4.95 -1.43
O -3.54 -1.37 -4.51
H -2.99 -1.32 -3.71
H -3.37 -0.74 -5.23
O 2.33 -3.80 0.10
H 2.21 -4.69 0.48
H 1.51 -3.41 -0.24
O -2.13 -1.43 6.14
H -1.83 -1.24 5.23
H -2.07 -2.40 6.22
O -0.06 4.22 3.95
H -0.96 4.51 4.25
H 0.30 4.97 3.46
*
```

Kohn-Sham gap   9.9 eV
LUMO   -0.5 eV
E_HOMO   -10.411 eV

Atom charges from the Löwdin analysis, given in e for atoms 1 to 4: 0.06, 0.03, -0.09, 0.00

Arrangement two

H80O40 | the ωB97M-V functional and the def2-TZVPD basis

```
! RIJCOSX wB97M-V def2-TZVPD def2/J DEFGRID3
* xyz 0 1
H 1.77 1.17 3.42
H 2.14 2.48 2.99
O 2.70 1.64 3.19
H -0.01 -0.23 3.71
H -0.89 0.84 4.23
O -0.06 0.73 3.94
H 2.87 4.58 1.01
H 3.34 3.22 1.36
O 3.19 3.94 0.60
H 5.61 -2.51 1.93
H 5.48 -0.91 1.80
O 5.97 -1.73 2.10
H -3.26 -1.34 -4.75
H -3.36 -1.19 -3.10
O -3.37 -0.77 -3.91
H -1.50 1.12 -2.75
O -1.24 1.05 -3.67
H 0.21 -4.92 2.31
O -0.37 -4.70 1.72
H -2.76 -4.09 1.81
H -2.83 -4.40 3.22
O -3.24 -3.76 2.61
H 2.18 1.83 -1.50
H 1.56 0.63 -1.11
O 2.36 1.05 -1.39
H 1.69 4.99 -3.42
H 0.18 4.78 -3.57
O 1.00 4.35 -3.18
H 0.83 2.63 4.42
H 0.45 2.61 5.93
O 1.12 2.87 5.28
H 1.13 3.04 0.33
O 0.45 3.15 -0.33
H -0.61 -5.20 -3.28
H -0.18 -4.44 -2.09
O 0.18 -5.01 -2.71
H -1.57 -2.59 0.10
H -2.29 -2.24 -1.30
O -2.25 -1.98 -0.41
H -0.58 -2.50 4.27
H 0.68 -2.02 3.29
O 0.13 -1.86 4.03
H 2.59 -4.45 3.39
H 3.00 -5.31 2.12
O 2.81 -5.33 3.06
H -2.90 -4.55 -4.22
H -2.75 -4.21 -2.54
O -2.44 -4.10 -3.45
H 4.07 1.50 1.69
H 3.78 0.30 2.46
O 4.29 0.62 1.64
H 4.93 -4.37 -1.22
O 3.98 -4.44 -1.10
H -1.98 6.23 0.76
H -2.68 5.02 0.07
O -1.85 5.30 0.57
H -4.79 0.42 -0.19
O -4.80 -0.43 0.51
H -2.13 1.21 0.44
H -2.31 -0.34 0.19
O -2.07 0.49 -0.21
H 3.15 3.49 -2.33
H 2.85 4.85 -1.53
O 3.23 4.48 -2.31
H 0.94 -5.75 -0.79
H 2.47 -6.18 -0.62
O 1.61 -6.34 -0.25
H -4.49 -4.28 -1.04
H -4.52 -2.78 -0.51
O -4.53 -3.30 -1.31
H -0.73 3.04 1.57
H -0.80 1.62 2.25
O -0.52 2.64 2.42
H 0.60 5.99 3.76
H 1.21 6.37 2.42
O 1.21 5.69 3.06
H -4.47 1.33 -2.49
H -3.42 0.74 -1.60
O -4.13 1.33 -1.62
H -1.44 3.21 -1.93
H -2.61 2.61 -1.16
O -2.09 3.39 -1.31
H -0.78 -0.27 -4.87
H 0.08 -0.26 -5.93
O -0.58 -0.81 -5.62
H 0.89 -2.18 -4.71
H 0.67 -1.52 -3.59
O 1.35 -1.75 -4.19
H -2.55 3.73 2.07
O -2.87 2.85 1.78
H 3.08 -0.96 0.16
H 3.66 -2.28 0.89
O 3.23 -1.94 0.18
H 3.89 -3.50 -1.03
H -1.99 0.60 -4.18
H -4.15 -0.12 1.14
H -0.26 -3.86 1.21
H 0.26 4.12 -0.52
H -2.70 3.11 0.97
O 3.68 -2.48 3.09
H 3.82 -3.53 3.26
H 4.08 -1.90 3.76
O -2.68 0.52 3.52
H -2.83 0.94 4.35
H -2.90 1.17 2.80
O -2.43 -4.81 -0.82
H -2.02 -5.67 -0.33
H -1.54 -4.55 -1.12
O -4.53 4.34 -1.39
H -4.65 3.86 -2.14
H -4.62 3.67 -0.77
O 1.25 6.16 -0.92
H 0.44 6.58 -0.78
H 1.51 6.53 -1.81
O 1.23 -2.70 1.49
H 1.57 -2.08 0.84
H 2.18 -2.88 1.83
O 1.51 1.34 -4.82
H 1.16 1.52 -3.93
H 2.48 1.28 -4.64
*
```

Kohn-Sham gap   9.7 eV
LUMO   -0.5 eV
E_HOMO   -10.196 eV

Atom charges from the Löwdin analysis, given in e for atoms 1 to 4: 0.10, 0.07, -0.13, 0.03

It turns out arrangement one is the most stable, with the second structure 8.213 eV higher.